{
  "formula": "C10H12BNO3",
  "method": "ωB97M-V/def2-TZVPD",
  "homo_lumo_gap_ev": 8.8,
  "smiles": "C=C(C)C(=O)Nc1cccc(B(O)O)c1",
  "de_lowest_kcal_mol": 9.4,
  "multiplicity": 1,
  "symbols": ["C", "C", "C", "C", "O", "N", "C", "C", "C", "C", "C", "B", "O", "O", "C", "H", "H", "H", "H", "H", "H", "H", "H", "H", "H", "H", "H"],
  "positions_angstrom": [[0.4713, 0.4731, 3.7013], [0.3084, 1.5217, 2.9035], [0.4869, 2.8813, 3.4320], [0.0545, 1.4515, 1.4673], [0.1389, 2.4697, 0.7962], [-0.2987, 0.2127, 0.8807], [-0.3609, -0.0410, -0.4830], [-0.3445, 0.9699, -1.4505], [-0.5087, 0.7012, -2.7774], [-0.5390, -0.6030, -3.2175], [-0.3570, -1.6344, -2.2937], [0.0253, -3.0635, -2.6831], [1.0713, -3.2152, -3.6127], [-0.4342, -4.1291, -1.8650], [-0.3571, -1.3615, -0.9344], [0.7398, 0.6578, 4.7231], [0.1855, -0.5449, 3.4632], [0.1383, 2.9713, 4.4621], [-0.0637, 3.6056, 2.8405], [1.5355, 3.1762, 3.5107], [-0.4800, -0.5708, 1.4941], [-0.2890, 1.9823, -1.0950], [-0.4658, 1.4948, -3.4956], [-0.5850, -0.8383, -4.2797], [1.4458, -2.3851, -3.9775], [-1.2315, -4.0100, -1.2813], [-0.2862, -2.1723, -0.2286]],
  "forces_ev_per_angstrom": [[-0.8, -0.3, -0.1], [0.3, -0.9, 0.8], [0.2, 1.2, 0.9], [-0.9, -0.6, -2.0], [0.2, -0.5, 0.4], [0.4, 1.2, 1.4], [0.1, -0.2, -1.0], [-0.5, 0.7, 1.3], [0.4, -0.5, -0.7], [0.5, -0.5, -0.1], [-0.9, 0.5, -0.2], [0.7, -1.0, 0.7], [-0.9, -0.3, 0.5], [-0.1, 0.4, -0.8], [0.0, 0.7, 0.1], [0.0, -0.1, 0.4], [0.5, 0.0, -0.2], [-0.2, -0.3, 0.0], [0.2, 0.1, -0.1], [0.0, 0.1, -0.5], [0.2, 0.2, -0.1], [0.0, 0.1, -0.2], [-0.3, 0.4, -0.2], [0.0, 0.1, 0.1], [-0.7, -0.7, 0.6], [1.4, 0.3, -1.3], [0.1, -0.2, 0.2]],
  "nbo_charge": [-0.325, -0.096, -0.643, 0.643, -0.589, -0.624, 0.240, -0.260, -0.197, -0.214, -0.400, 1.140, -0.889, -0.906, -0.251, 0.202, 0.188, 0.215, 0.246, 0.230, 0.397, 0.258, 0.215, 0.209, 0.504, 0.504, 0.203]
}

---

{
  "formula": "C12H18BCl3O",
  "method": "ωB97M-V/def2-TZVPD",
  "homo_lumo_gap_ev": 9.5,
  "smiles": "Cc1cccc(CBCCCO)c1.ClC(Cl)Cl",
  "multiplicity": 1,
  "symbols": ["C", "C", "C", "C", "C", "C", "C", "B", "C", "C", "C", "O", "C", "H", "H", "H", "H", "H", "H", "H", "H", "H", "H", "H", "H", "H", "H", "H", "H", "H", "Cl", "C", "Cl", "Cl", "H"],
  "positions_angstrom": [[-1.5860, 0.7684, 4.0704], [-1.4255, 0.6107, 2.5796], [-2.0858, -0.4005, 1.8837], [-1.9109, -0.5386, 0.5133], [-1.0849, 0.3325, -0.1769], [-0.4123, 1.3554, 0.4969], [0.5142, 2.3037, -0.2517], [1.2651, 1.4161, -1.3104], [2.4946, 0.5559, -0.8854], [2.2935, -0.9481, -1.2241], [2.8500, -1.8623, -0.1500], [4.2803, -1.8536, -0.1523], [-0.5923, 1.4717, 1.8740], [-1.7760, 1.8138, 4.3202], [-0.6583, 0.4886, 4.5751], [-2.4002, 0.1570, 4.4529], [-2.7351, -1.0800, 2.4242], [-2.4229, -1.3294, -0.0235], [-0.9767, 0.2133, -1.2478], [-0.0637, 3.1308, -0.6693], [1.2334, 2.7038, 0.4689], [0.8807, 1.3113, -2.4405], [3.3588, 0.9220, -1.4536], [2.7316, 0.6668, 0.1774], [2.7889, -1.1906, -2.1657], [1.2300, -1.1710, -1.3576], [2.4757, -1.5516, 0.8307], [2.5362, -2.8947, -0.3120], [4.5824, -1.2317, 0.5141], [-0.0666, 2.2580, 2.4081], [-3.3716, 0.3144, -2.9625], [-3.0765, -1.2759, -3.6632], [-1.4267, -1.8167, -3.3426], [-4.2471, -2.4518, -3.0653], [-3.1962, -1.1977, -4.7351]],
  "forces_ev_per_angstrom": [[0.2, 0.2, -0.2], [-0.1, -0.1, 0.0], [0.1, 0.1, 0.0], [-0.1, -0.1, 0.1], [0.0, 0.1, 0.1], [0.0, 0.0, 0.0], [0.0, -0.1, 0.0], [0.1, 0.0, 0.1], [0.0, -0.3, -0.2], [0.0, 0.2, 0.0], [0.2, 0.1, 0.0], [-0.1, 0.0, 0.1], [0.1, 0.0, -0.1], [-0.1, 0.0, 0.0], [-0.1, -0.1, 0.1], [0.0, 0.0, 0.0], [0.0, 0.0, 0.0], [0.0, 0.0, 0.0], [0.0, 0.1, 0.0], [0.0, 0.0, 0.0], [-0.1, 0.1, 0.0], [0.0, 0.1, 0.0], [0.1, 0.0, 0.1], [0.0, 0.1, 0.0], [-0.1, 0.0, 0.0], [0.0, -0.1, 0.1], [-0.1, -0.1, 0.0], [0.0, 0.0, -0.1], [0.0, 0.0, -0.1], [0.0, 0.0, 0.0], [0.0, 0.0, 0.0], [0.0, 0.0, 0.0], [0.0, 0.0, 0.0], [0.0, 0.0, 0.0], [0.0, 0.0, 0.0]],
  "nbo_charge": [-0.631, 0.007, -0.223, -0.196, -0.281, 0.121, -0.817, 0.722, -0.803, -0.401, -0.058, -0.728, -0.261, 0.218, 0.219, 0.216, 0.207, 0.214, 0.219, 0.235, 0.226, -0.090, 0.251, 0.202, 0.214, 0.200, 0.160, 0.176, 0.467, 0.204, 0.027, -0.286, 0.018, 0.020, 0.229]
}

---

{
  "formula": "C16H27NO2Si",
  "method": "ωB97M-V/def2-TZVPD",
  "homo_lumo_gap_ev": 8.1,
  "smiles": "COc1ccc([C@H](CN(C)C)[Si]2(O)CCCCC2)cc1",
  "multiplicity": 1,
  "symbols": ["C", "O", "C", "C", "C", "C", "C", "C", "N", "C", "C", "Si", "O", "C", "C", "C", "C", "C", "C", "C", "H", "H", "H", "H", "H", "H", "H", "H", "H", "H", "H", "H", "H", "H", "H", "H", "H", "H", "H", "H", "H", "H", "H", "H", "H", "H", "H"],
  "positions_angstrom": [[-3.3268, 4.9731, -1.7260], [-2.7197, 3.7963, -2.3390], [-1.9676, 2.9663, -1.5435], [-1.7887, 3.1205, -0.1479], [-1.1502, 2.1563, 0.5973], [-0.5079, 1.0566, -0.0698], [0.2494, 0.0196, 0.6238], [1.7684, 0.1259, 0.2843], [2.4756, 1.2598, 0.9892], [2.6509, 2.6235, 0.5526], [3.0388, 0.7885, 2.2911], [-0.5634, -1.6799, 0.3231], [-2.2270, -1.5067, 0.2819], [0.1961, -2.7123, 1.6482], [0.0506, -4.1722, 1.4142], [0.4824, -4.6735, -0.0581], [-0.1176, -3.9627, -1.3018], [0.0529, -2.4371, -1.3197], [-0.6881, 0.9815, -1.4275], [-1.4518, 1.8159, -2.1394], [-3.6701, 5.5781, -2.5444], [-4.2513, 4.6504, -1.1810], [-2.6145, 5.5432, -1.1069], [-2.2457, 4.0251, 0.2940], [-1.0464, 2.2569, 1.6639], [0.1303, 0.2037, 1.7566], [2.3859, -0.7865, 0.5610], [1.8689, 0.2017, -0.8013], [1.7364, 3.2447, 0.4696], [3.1461, 2.6672, -0.4698], [3.3213, 3.1289, 1.2013], [3.3590, 1.5521, 3.0555], [2.3162, 0.0665, 2.7185], [3.8330, 0.1606, 2.0743], [-2.8149, -1.7940, -0.4000], [1.2096, -2.3869, 1.6360], [-0.1594, -2.4612, 2.6437], [-1.0066, -4.4140, 1.5462], [0.4474, -4.7966, 2.2696], [1.5497, -4.4424, -0.0915], [0.3847, -5.7419, -0.1736], [-1.1758, -4.1875, -1.1953], [0.2228, -4.3967, -2.2567], [-0.4460, -2.0304, -2.2123], [1.0530, -2.0544, -1.1834], [-0.3163, 0.1731, -2.0236], [-1.6732, 1.5007, -3.1836]],
  "forces_ev_per_angstrom": [[-0.2, -1.4, 0.1], [0.1, 0.9, 0.7], [-0.4, -0.3, 0.5], [-1.1, 1.2, -1.0], [1.4, -1.4, -1.1], [-1.3, 2.3, 0.9], [0.5, -0.6, 2.1], [1.2, 0.7, 0.9], [-0.4, -1.2, 1.0], [-0.4, -0.6, -2.2], [-2.0, 0.9, -0.3], [-0.4, 0.6, -1.2], [0.9, 0.2, 1.3], [-0.8, 0.2, 0.3], [-0.9, -2.3, -0.7], [1.2, 1.3, 1.0], [-0.2, -0.1, 1.0], [-1.3, 0.1, 1.1], [0.6, -1.4, 0.2], [-1.4, 1.6, -1.9], [0.1, 0.3, -0.4], [0.9, 0.3, 0.0], [-0.4, -0.3, -0.2], [0.4, -0.8, 0.1], [0.0, 0.0, 0.2], [0.3, -0.3, -1.4], [-1.0, 0.7, -0.2], [0.1, 0.3, 0.0], [0.1, -0.4, 0.2], [-0.5, -0.1, 0.9], [0.6, 0.4, 0.8], [-0.6, -0.5, -1.1], [0.0, 0.7, 0.4], [2.2, -1.1, -0.3], [-0.1, -0.3, -0.6], [1.2, 0.2, 0.0], [-0.2, 0.2, 0.2], [-0.4, 0.1, -0.3], [0.4, 0.5, -1.2], [0.3, -0.3, 0.0], [-0.2, -0.3, 0.2], [-0.5, 0.1, -0.5], [0.1, -0.1, 0.5], [0.4, 0.1, 0.3], [0.9, -0.3, -0.8], [0.5, -0.6, 0.2], [0.1, 0.9, 0.7]],
  "nbo_charge": [-0.260, -0.504, 0.302, -0.322, -0.131, -0.051, -0.718, -0.191, -0.494, -0.386, -0.399, 1.955, -1.099, -0.926, -0.393, -0.394, -0.394, -0.899, -0.217, -0.250, 0.199, 0.183, 0.184, 0.215, 0.204, 0.234, 0.189, 0.203, 0.181, 0.173, 0.199, 0.205, 0.181, 0.173, 0.509, 0.225, 0.245, 0.194, 0.209, 0.184, 0.211, 0.188, 0.208, 0.234, 0.218, 0.205, 0.219]
}

---

no.,electronic energy (hartree)
1,-693.67719
2,-1948.69379
3,-1120.56939